No. 1
{"formula": "C25H35NO5", "method": "ωB97M-V with the def2-TZVPD basis set", "symbols": ["C", "C", "N", "C", "C", "C", "C", "O", "C", "O", "C", "C", "C", "C", "O", "C", "C", "O", "C", "C", "C", "C", "C", "C", "C", "C", "C", "O", "C", "C", "C", "H", "H", "H", "H", "H", "H", "H", "H", "H", "H", "H", "H", "H", "H", "H", "H", "H", "H", "H", "H", "H", "H", "H", "H", "H", "H", "H", "H", "H", "H", "H", "H", "H", "H", "H"], "coordinates": [[5.74457, 1.41573, 0.34944], [4.40825, 1.61987, -0.36098], [3.39813, 0.73039, 0.17880], [3.47400, -0.63352, -0.31596], [3.24221, -1.62307, 0.82834], [3.32816, -3.08859, 0.40303], [2.29823, -3.46988, -0.65570], [1.00985, -3.01133, -0.25620], [-0.04092, -3.57409, -0.87683], [0.07829, -4.44019, -1.71207], [-1.33370, -3.01886, -0.43288], [-2.50551, -3.58976, -0.91777], [-3.72103, -3.07580, -0.52906], [-3.81647, -1.98614, 0.33784], [-5.08747, -1.61706, 0.62377], [-5.37922, -0.35695, 1.19258], [-2.62777, -1.40997, 0.83917], [-2.73741, -0.35868, 1.71190], [-1.56482, 0.29137, 2.13585], [-1.40939, -1.93821, 0.44408], [2.04376, 1.24948, 0.23450], [1.90607, 2.25647, 1.37565], [1.53307, 1.84421, -1.10508], [0.03677, 1.91484, -1.12353], [-0.63478, 3.06940, -0.74957], [-2.01835, 3.12230, -0.71073], [-2.76367, 2.00385, -1.06122], [-4.12857, 1.93985, -1.05295], [-4.85236, 3.10075, -0.72687], [-2.09980, 0.84165, -1.45431], [-0.72214, 0.80084, -1.47516], [6.12633, 0.41141, 0.18677], [5.61713, 1.56400, 1.41811], [6.47773, 2.12752, -0.02214], [4.08752, 2.64865, -0.19613], [4.54409, 1.48248, -1.44701], [4.46638, -0.80564, -0.73724], [2.73877, -0.80797, -1.11474], [3.98700, -1.43037, 1.60200], [2.25947, -1.44516, 1.26452], [4.31854, -3.30835, 0.00022], [3.17367, -3.71281, 1.28508], [2.54251, -3.02180, -1.62564], [2.26319, -4.55675, -0.79244], [-2.44140, -4.42519, -1.59645], [-4.64549, -3.49770, -0.89026], [-4.93515, 0.44887, 0.60653], [-5.04016, -0.29040, 2.22774], [-6.46596, -0.27839, 1.15844], [-1.90232, 1.11267, 2.76682], [-0.92439, -0.37296, 2.72494], [-1.00194, 0.69363, 1.28871], [-0.48970, -1.51762, 0.81312], [1.40380, 0.39319, 0.47245], [2.27544, 1.81392, 2.29665], [2.47591, 3.16041, 1.17702], [0.86233, 2.52958, 1.50855], [1.95903, 2.83783, -1.25078], [1.87650, 1.20103, -1.91860], [-0.07109, 3.95273, -0.48532], [-2.49815, 4.04068, -0.41041], [-5.90304, 2.82922, -0.81833], [-4.62964, 3.91994, -1.41788], [-4.65222, 3.42599, 0.29984], [-2.68493, -0.01931, -1.73734], [-0.22781, -0.11223, -1.77482]], "mulliken_charge": [-1.36, -0.60, 0.67, -0.66, -0.27, -0.87, -0.79, -0.02, 0.05, -0.65, 0.06, -0.92, -0.56, 0.45, -0.50, -0.32, 1.07, -0.52, -0.70, 0.03, 1.43, -1.89, -1.15, -0.17, -0.57, -0.84, 0.92, -0.49, -1.05, -0.57, 0.09, 0.30, 0.30, 0.46, 0.46, 0.32, 0.53, -0.11, 0.34, 0.04, 0.40, 0.33, 0.39, 0.46, 0.49, 0.46, -0.05, 0.21, 0.33, 0.35, 0.40, 0.01, 0.27, -1.04, 0.48, 0.35, 0.42, 0.43, 0.55, 0.40, 0.47, 0.25, 0.43, 0.36, 0.52, 0.37], "gap_ev": 8.68, "de_lowest_kcal_mol": 1.9, "smiles": "CCN(CCCCOC(=O)c1ccc(OC)c(OC)c1)[C@@H](C)Cc1ccc(OC)cc1", "lumo_energy_ev": 0.675, "fmax_ha_per_bohr": 0.014, "e_tot_ha": -1404.5611, "multiplicity": 1}

No. 2
{"formula": "C25H36AgCl3N5O3V", "method": "ωB97M-V with the def2-TZVPD basis set", "symbols": ["O", "V", "Ag", "C", "C", "O", "H", "H", "H", "H", "H", "C", "C", "O", "H", "H", "H", "H", "H", "N", "C", "C", "C", "C", "H", "H", "H", "H", "H", "N", "C", "C", "C", "C", "H", "H", "H", "H", "H", "N", "C", "C", "C", "C", "H", "H", "H", "H", "H", "N", "C", "C", "C", "C", "H", "H", "H", "H", "H", "N", "C", "C", "C", "C", "H", "H", "H", "H", "H", "C", "Cl", "Cl", "Cl", "H"], "coordinates": [[12.48714, 3.97916, 6.88657], [12.87234, 5.46857, 6.92607], [11.67916, 7.45188, 9.18467], [9.14171, 6.97656, 5.87624], [10.23882, 5.96772, 5.55494], [11.54362, 6.52726, 6.17818], [9.03490, 7.10230, 6.94450], [8.16550, 6.59262, 5.49569], [9.07781, 7.98964, 5.57009], [10.37213, 5.92958, 4.47417], [9.90521, 5.05741, 5.91188], [12.50713, 5.05885, 10.98667], [13.43233, 4.95497, 9.76932], [13.10588, 5.93363, 8.76138], [11.42693, 4.75342, 10.69836], [12.26271, 6.06703, 11.30102], [12.94788, 4.51191, 11.81563], [13.05280, 3.98764, 9.35668], [14.47827, 4.89262, 10.10231], [5.02195, 5.89130, 13.37466], [5.37279, 6.76016, 14.38230], [5.90909, 7.89843, 13.76920], [5.72338, 7.76095, 12.34473], [5.29982, 6.48082, 12.13079], [4.70576, 4.96252, 13.44193], [5.45517, 6.46557, 15.44660], [6.33558, 8.79070, 14.29022], [5.98922, 8.46108, 11.54796], [5.07153, 6.00219, 11.25410], [14.94737, 7.78427, 6.01996], [14.18231, 7.03722, 5.22667], [14.52200, 5.72614, 5.46427], [15.53117, 5.76838, 6.54868], [15.80224, 7.09144, 6.80382], [14.96742, 8.85759, 6.00982], [13.70624, 7.50221, 4.39574], [14.26533, 4.86328, 4.85452], [16.10711, 4.99614, 7.03166], [16.49519, 7.55264, 7.49233], [17.46663, 6.75712, 11.85380], [16.11525, 6.91412, 12.03012], [15.65095, 7.70769, 11.03834], [16.72761, 8.24163, 10.34059], [17.86518, 7.56096, 10.78258], [18.08977, 6.04858, 12.28401], [15.62925, 6.47081, 12.85958], [14.61759, 8.01158, 11.02486], [16.76728, 9.03894, 9.53199], [18.85437, 7.57014, 10.30093], [11.93106, 10.76630, 7.62167], [12.49535, 9.57914, 7.34185], [13.33331, 9.26300, 8.40369], [13.16907, 10.27540, 9.37201], [12.30145, 11.21227, 8.83119], [11.33585, 11.24084, 6.98282], [12.16424, 8.95381, 6.44069], [13.96360, 8.41723, 8.45207], [13.58646, 10.28462, 10.35507], [12.03624, 12.22975, 9.15080], [8.52889, 7.23218, 11.38147], [9.52848, 7.87069, 12.03134], [10.16347, 8.63693, 11.08582], [9.61846, 8.37238, 9.77123], [8.56696, 7.48210, 10.03997], [7.71471, 6.78637, 11.78400], [9.68874, 7.73937, 13.05790], [11.09004, 9.19109, 11.31472], [9.86330, 8.90926, 8.87340], [7.89390, 7.05053, 9.33854], [13.45317, 10.05846, 16.19580], [14.45210, 10.99862, 15.00951], [13.14394, 8.41547, 15.66514], [12.01301, 10.95526, 16.54525], [14.06790, 9.97204, 17.05829]], "mulliken_charge": [-0.72, 1.13, 0.27, -1.10, -0.36, -0.43, 0.10, 0.42, 0.38, 0.29, 0.36, -1.41, -0.08, 0.37, 0.27, 0.15, 0.44, 0.35, 0.29, 0.00, -0.56, -0.24, -0.45, -0.57, 0.18, 0.34, 0.36, 0.47, 0.46, 0.11, -0.45, -0.78, -0.40, -0.52, 0.40, 0.51, 0.61, 0.46, 0.48, 0.01, -1.18, 0.46, -0.60, -0.63, 0.24, 0.50, 0.32, 0.47, 0.35, 0.17, -0.50, -0.14, -0.91, -1.04, 0.20, 0.19, 0.77, 0.65, 0.44, 0.30, -1.19, -0.10, -0.48, -0.91, 0.11, 0.58, 0.56, 0.79, 0.45, 0.06, -0.13, -0.11, -0.10, 0.29], "s_squared": 0.76, "gap_ev": [8.31, 8.67], "lumo_energy_ev": [-2.090, -1.772], "total_charge": 1, "fmax_ha_per_bohr": 0.095, "e_tot_ha": -3944.9853, "multiplicity": 2}

No. 3
{"formula": "C25H36CrF3O17S", "method": "ωB97M-V with the def2-TZVPD basis set", "symbols": ["Cr", "C", "C", "O", "O", "H", "H", "H", "C", "C", "O", "O", "H", "H", "H", "C", "F", "F", "F", "S", "O", "O", "O", "O", "C", "O", "C", "C", "C", "H", "H", "H", "H", "H", "H", "O", "C", "O", "C", "C", "C", "H", "H", "H", "H", "H", "H", "O", "C", "O", "C", "C", "C", "H", "H", "H", "H", "H", "H", "O", "C", "O", "C", "C", "C", "H", "H", "H", "H", "H", "H", "O", "C", "O", "C", "C", "C", "H", "H", "H", "H", "H", "H"], "coordinates": [[25.34411, -14.58753, -12.20705], [22.06611, -13.58213, -10.22105], [23.16108, -14.15538, -11.08645], [23.59662, -13.54262, -12.13064], [23.88781, -15.13605, -10.79044], [21.45977, -12.92792, -10.85251], [22.42005, -13.19984, -9.27325], [21.28829, -14.33888, -10.06822], [27.74708, -13.23041, -15.17528], [27.01665, -13.71592, -13.97374], [25.97078, -13.11990, -13.52135], [27.26376, -14.78199, -13.38024], [27.37307, -13.59242, -16.12902], [28.82769, -13.33357, -15.12478], [27.56379, -12.14886, -15.16836], [23.21957, -15.45834, -16.09582], [23.94088, -14.58918, -16.80284], [22.29940, -14.78396, -15.42240], [22.62975, -16.34370, -16.89472], [24.43077, -16.41101, -14.98654], [23.72615, -17.62608, -14.66403], [25.64224, -16.44512, -15.78142], [24.59132, -15.54198, -13.81635], [23.53373, -11.62969, -21.20053], [23.10206, -12.72768, -20.98378], [22.23297, -13.35012, -21.80993], [21.67152, -14.46578, -21.13984], [22.81166, -14.92184, -20.22884], [23.25907, -13.56526, -19.68778], [21.37262, -15.26548, -21.82585], [20.70521, -14.29611, -20.65359], [23.61225, -15.51755, -20.66172], [22.46687, -15.53872, -19.39185], [24.29550, -13.47486, -19.37747], [22.56331, -13.16660, -18.95209], [27.54992, -21.16366, -12.73134], [27.74541, -20.43822, -13.65655], [27.97234, -19.11326, -13.44534], [28.17518, -18.42629, -14.70008], [28.43357, -19.53577, -15.71666], [27.73140, -20.75721, -15.13427], [29.00226, -17.71986, -14.74032], [27.25324, -17.86587, -14.85904], [29.50622, -19.74280, -15.73520], [28.12370, -19.24083, -16.71714], [28.32655, -21.64876, -15.29837], [26.70355, -20.73381, -15.49502], [17.37261, -16.59963, -14.10326], [17.99363, -16.68845, -15.10880], [18.18331, -15.62858, -15.94609], [18.91359, -15.95557, -17.12993], [19.10408, -17.46777, -17.07809], [18.73837, -17.90784, -15.66057], [19.87890, -15.46089, -17.02020], [18.29622, -15.67996, -17.98144], [20.14470, -17.69462, -17.31148], [18.48882, -17.94388, -17.84067], [19.61091, -17.98806, -15.00400], [18.26336, -18.87844, -15.56018], [20.27433, -11.03716, -12.54898], [21.30032, -10.92756, -13.15476], [22.07420, -9.82302, -13.04062], [23.12719, -9.81603, -14.04525], [22.62360, -10.75156, -15.16639], [21.64024, -11.65487, -14.43601], [24.01442, -10.22795, -13.56848], [23.27943, -8.80402, -14.40426], [23.53940, -11.27342, -15.44102], [22.09035, -10.15418, -15.90007], [21.98176, -12.68808, -14.40445], [20.70606, -11.77702, -14.98727], [26.02557, -16.66457, -11.84476], [26.24417, -17.61922, -11.13836], [27.42679, -17.82782, -10.53820], [27.33079, -18.93480, -9.64306], [25.86911, -19.18767, -9.45062], [25.27351, -18.73909, -10.76750], [27.86936, -18.80464, -8.70313], [27.84279, -19.76835, -10.13983], [25.40449, -18.61487, -8.64564], [25.70716, -20.25996, -9.33110], [24.26224, -18.34937, -10.74456], [25.42238, -19.55284, -11.48265]], "mulliken_charge": [0.33, -1.04, 1.06, -0.24, -0.65, 0.19, 0.32, 0.37, -1.22, 1.24, -0.59, -0.67, 0.26, 0.35, 0.35, 0.25, -0.19, -0.20, -0.24, 1.54, -0.66, -0.73, -0.71, -0.57, 0.34, -0.35, -0.38, -0.10, -0.18, 0.33, 0.19, 0.26, -0.02, 0.30, 0.16, -0.60, 0.46, -0.28, 0.28, -0.68, -0.40, 0.31, -0.25, 0.31, 0.37, 0.33, 0.25, -0.55, 0.43, -0.40, 0.09, -0.42, -0.36, -0.05, 0.29, 0.19, 0.32, 0.16, 0.34, -0.60, 0.45, -0.41, -0.44, -0.41, 0.38, 0.22, 0.34, 0.18, 0.38, -0.39, 0.33, 0.07, 0.42, -0.29, -0.44, -0.58, -0.19, 0.33, 0.28, 0.28, 0.31, 0.39, 0.17], "s_squared": 3.79, "gap_ev": [7.55, 8.83], "de_lowest_kcal_mol": 60.2, "lumo_energy_ev": [-2.574, -1.294], "fmax_ha_per_bohr": 0.078, "e_tot_ha": -3995.6519, "multiplicity": 4}

No. 4
{"formula": "C25H36NO2Pb", "method": "ωB97M-V with the def2-TZVPD basis set", "symbols": ["O", "C", "C", "H", "H", "C", "H", "H", "C", "H", "H", "H", "C", "H", "H", "H", "Pb", "C", "C", "C", "H", "C", "C", "H", "H", "H", "H", "C", "C", "C", "H", "C", "C", "H", "H", "H", "H", "O", "C", "C", "H", "H", "C", "H", "H", "C", "H", "H", "H", "H", "C", "C", "C", "C", "C", "C", "N", "H", "H", "H", "H", "H", "H", "H", "H"], "coordinates": [[-3.40140, 3.33673, -1.38731], [-3.18723, 3.82045, -2.74373], [-4.18305, 4.96718, -2.67498], [-3.45586, 3.04064, -3.45847], [-2.16656, 4.17603, -2.92043], [-4.36929, 4.41899, -1.22546], [-5.03038, 4.84925, -3.36327], [-3.69402, 5.95315, -2.74052], [-5.73612, 3.84957, -0.89964], [-6.02833, 3.10215, -1.64207], [-6.48778, 4.64572, -0.84603], [-5.68773, 3.36109, 0.08119], [-3.92464, 5.42042, -0.17659], [-2.92123, 5.80076, -0.40860], [-3.92625, 4.94740, 0.81448], [-4.62184, 6.26780, -0.15373], [1.38669, -1.27461, 0.78501], [3.99710, -0.45176, 2.51614], [4.60134, -0.67989, 1.24508], [4.07727, 0.27576, 0.34006], [5.37950, -1.41458, 1.01854], [3.15722, 1.11613, 1.04521], [3.10531, 0.65487, 2.40132], [2.54848, 1.11910, 3.21846], [4.23322, -0.98703, 3.43417], [4.36859, 0.38376, -0.70072], [2.63532, 1.98580, 0.63587], [0.98416, -3.41630, 3.15205], [0.73627, -2.12903, 3.70647], [-0.43004, -1.58577, 3.07433], [1.29546, -1.66985, 4.52140], [-0.88211, -2.54343, 2.11244], [0.00118, -3.66483, 2.16066], [-0.10283, -4.58551, 1.58547], [1.72849, -4.13561, 3.49007], [-0.93091, -0.64829, 3.33148], [-1.77071, -2.46261, 1.48610], [-0.91419, 0.04005, -0.86120], [-1.03423, 1.19674, 0.00759], [-0.90773, 2.44410, -0.87228], [-0.24524, 1.21861, 0.79426], [-2.01471, 1.11255, 0.49620], [-1.09798, 1.87266, -2.29531], [0.12288, 2.81533, -0.75272], [-1.62122, 3.23681, -0.63543], [-0.46921, 0.50445, -2.16854], [-0.69150, 2.51812, -3.07419], [-2.16572, 1.69819, -2.48387], [0.63317, 0.61737, -2.22451], [-0.83132, -0.22365, -2.91153], [4.13126, -4.01859, 1.82535], [3.38911, -4.30838, 0.60029], [3.59640, -5.42032, -0.26667], [2.64952, -5.30793, -1.28991], [1.88175, -4.14237, -1.01002], [0.76160, -3.63538, -1.81499], [2.36063, -3.53242, 0.11602], [4.91004, -4.79052, 1.93319], [3.46240, -4.03840, 2.69985], [4.60684, -3.02881, 1.78029], [4.35340, -6.17687, -0.11254], [2.46485, -5.96615, -2.12769], [1.12335, -3.03816, -2.66898], [0.19792, -4.47502, -2.25321], [0.05064, -3.01563, -1.24388]], "mulliken_charge": [-0.41, -0.43, -0.82, 0.35, 0.18, 1.52, 0.32, 0.29, -1.64, 0.39, 0.38, 0.36, -1.75, 0.36, 0.35, 0.44, 1.16, -0.27, -0.48, -0.78, 0.56, -0.55, -0.69, 0.46, 0.44, 0.49, 0.52, -0.50, -0.60, -0.48, 0.41, -0.57, -0.40, 0.46, 0.83, 0.48, 0.46, -0.42, -0.11, -0.20, 0.09, 0.26, -0.50, 0.26, 0.12, -0.52, 0.39, 0.13, 0.24, 0.34, -0.39, 0.33, -0.72, -0.96, 0.76, -1.26, 0.28, 0.39, -0.12, -0.23, 0.51, 0.50, 0.28, 0.41, 0.26], "gap_ev": [5.36, 4.41], "de_lowest_kcal_mol": 0.7, "lumo_energy_ev": [-5.069, -5.923], "total_charge": 1, "fmax_ha_per_bohr": 0.054, "e_tot_ha": -1371.8606, "multiplicity": 1}